The following is a DFT calculation (wB97M-V/def2-TZVPD) of a 27-piece molecular cluster, C68H207N17O27 overall in a non-equilibrium geometry.

Each atom is followed by the atoms it is bonded to, with distances in Å.
Element x y z (Å)
1 C 16.60 21.91 23.62  C2 1.543, H7 1.087, H8 1.053, H9 1.091
2 C 15.93 21.94 22.23  C1 1.543, C3 1.524, N6 1.437, H10 1.120
3 C 14.46 22.25 22.43  C2 1.524, O4 1.404, H11 1.101, H12 1.099
4 O 13.82 21.30 23.24  C3 1.404, C5 1.391
5 C 12.44 21.45 23.26  O4 1.391, H13 1.155, H14 1.103, H15 1.079
6 N 16.68 22.80 21.35  C2 1.437, H16 1.022, H17 1.003
7 H 17.59 21.52 23.43  C1 1.087
8 H 16.09 21.23 24.24  C1 1.053
9 H 16.49 22.86 24.15  C1 1.091
10 H 15.99 20.85 21.96  C2 1.120
11 H 14.00 22.20 21.42  C3 1.101
12 H 14.39 23.27 22.82  C3 1.099
13 H 12.18 22.54 23.54  C5 1.155
14 H 11.88 20.80 23.95  C5 1.103
15 H 12.02 21.30 22.28  C5 1.079
16 H 16.66 23.78 21.63  N6 1.022
17 H 16.15 22.88 20.49  N6 1.003
18 C 20.53 15.54 16.73  C19 1.499, H24 1.077, H25 1.107, H26 1.122
19 C 19.88 14.30 16.19  C18 1.499, C20 1.479, N23 1.444, H27 1.171
20 C 19.28 13.52 17.29  C19 1.479, O21 1.425, H28 1.095, H29 1.072
21 O 18.59 12.31 16.98  C20 1.425, C22 1.393
22 C 19.49 11.27 16.78  O21 1.393, H30 1.117, H31 1.143, H32 1.069
23 N 18.95 14.76 15.19  C19 1.444, H33 1.020, H34 1.007
24 H 21.21 15.27 17.52  C18 1.077
25 H 19.68 16.06 17.22  C18 1.107
26 H 20.90 16.09 15.83  C18 1.122
27 H 20.62 13.65 15.55  C19 1.171
28 H 18.51 14.17 17.71  C20 1.095
29 H 19.90 13.37 18.15  C20 1.072
30 H 18.97 10.29 16.65  C22 1.117
31 H 20.33 11.09 17.54  C22 1.143
32 H 20.06 11.29 15.88  C22 1.069
33 H 18.25 14.03 15.04  N23 1.020
34 H 18.35 15.45 15.60  N23 1.007
35 C 21.12 17.99 10.51  C36 1.474, H41 1.095, H42 1.149, H43 1.113
36 C 20.27 19.03 11.11  C35 1.474, C37 1.511, N40 1.455, H44 1.098
37 C 21.01 19.65 12.27  C36 1.511, O38 1.448, H45 1.095, H46 1.078
38 O 21.34 18.70 13.31  C37 1.448, C39 1.421
39 C 22.12 19.39 14.27  O38 1.421, H47 1.091, H48 1.084, H49 1.079
40 N 19.90 20.01 10.10  C36 1.455, H50 1.031, H51 1.021
41 H 21.25 17.18 11.23  C35 1.095
42 H 22.13 18.47 10.24  C35 1.149
43 H 20.62 17.68 9.57  C35 1.113
44 H 19.41 18.49 11.53  C36 1.098
45 H 20.44 20.37 12.88  C37 1.095
46 H 21.88 20.15 11.87  C37 1.078
47 H 23.12 19.66 13.90  C39 1.091
48 H 22.19 18.73 15.12  C39 1.084
49 H 21.72 20.36 14.52  C39 1.079
50 H 20.66 20.59 9.73  N40 1.031
51 H 19.11 20.64 10.26  N40 1.021
52 C 27.45 13.71 15.57  C53 1.504, H58 1.092, H59 1.085, H60 1.080
53 C 27.22 15.17 15.35  C52 1.504, C54 1.535, N57 1.456, H61 1.073
54 C 25.78 15.63 15.65  C53 1.535, O55 1.426, H62 1.078, H63 1.112
55 O 24.94 14.98 14.70  C54 1.426, C56 1.428
56 C 23.56 15.32 14.67  O55 1.428, H64 1.070, H65 1.133, H66 1.068
57 N 28.18 16.00 16.05  C53 1.456, H67 1.017, H68 1.013
58 H 27.13 13.56 16.61  C52 1.092
59 H 28.51 13.49 15.45  C52 1.085
60 H 26.82 13.10 14.94  C52 1.080
61 H 27.26 15.34 14.29  C53 1.073
62 H 25.76 16.70 15.57  C54 1.078
63 H 25.62 15.37 16.72  C54 1.112
64 H 23.39 16.32 14.34  C56 1.070
65 H 23.10 15.21 15.70  C56 1.133
66 H 23.08 14.56 14.10  C56 1.068
67 H 28.92 15.99 15.35  N57 1.017
68 H 28.45 15.43 16.84  N57 1.013
69 C 28.62 16.32 19.62  C70 1.496, H75 1.100, H76 1.106, H77 1.097
70 C 28.13 17.73 19.71  C69 1.496, C71 1.549, N74 1.458, H78 1.153
71 C 28.49 18.41 21.06  C70 1.549, O72 1.414, H79 1.109, H80 1.094
72 O 27.56 17.92 22.00  C71 1.414, C73 1.438
73 C 27.90 18.41 23.30  O72 1.438, H81 1.054, H82 1.075, H83 1.112
74 N 28.54 18.58 18.60  C70 1.458, H84 0.980, H85 0.964
75 H 27.84 15.69 19.17  C69 1.100
76 H 28.90 15.92 20.61  C69 1.106
77 H 29.45 16.36 18.91  C69 1.097
78 H 26.99 17.58 19.78  C70 1.153
79 H 28.22 19.48 20.91  C71 1.109
80 H 29.51 18.23 21.41  C71 1.094
81 H 27.21 18.03 24.00  C73 1.054
82 H 27.87 19.49 23.32  C73 1.075
83 H 28.87 18.02 23.69  C73 1.112
84 H 28.48 18.17 17.71  N74 0.980
85 H 29.27 19.17 18.83  N74 0.964
86 C 17.18 15.91 24.87  C87 1.534, H92 1.055, H93 1.116, H94 1.084
87 C 17.93 16.63 23.74  C86 1.534, C88 1.487, N91 1.426, H95 1.080
88 C 16.99 16.82 22.61  C87 1.487, O89 1.421, H96 1.082, H97 1.143
89 O 16.91 15.60 21.87  C88 1.421, C90 1.396
90 C 16.33 15.80 20.61  O89 1.396, H98 1.070, H99 1.104, H100 1.151
91 N 18.36 17.88 24.27  C87 1.426, H101 1.033, H102 1.034
92 H 16.91 14.92 24.63  C86 1.055
93 H 16.28 16.49 25.16  C86 1.116
94 H 17.83 15.90 25.74  C86 1.084
95 H 18.79 16.04 23.48  C87 1.080
96 H 17.20 17.56 21.85  C88 1.082
97 H 15.94 17.06 23.00  C88 1.143
98 H 15.27 15.85 20.70  C90 1.070
99 H 16.57 14.91 20.01  C90 1.104
100 H 16.79 16.73 20.10  C90 1.151
101 H 17.61 18.41 24.75  N91 1.033
102 H 18.85 18.52 23.61  N91 1.034
103 C 19.30 21.70 16.96  C104 1.535, H109 1.091, H110 1.047, H111 1.133
104 C 20.52 22.38 17.59  C103 1.535, C105 1.532, N108 1.452, H112 1.103
105 C 20.07 23.80 17.99  C104 1.532, O106 1.436, H113 1.195, H114 1.079
106 O 21.09 24.48 18.74  C105 1.436, C107 1.433
107 C 20.83 25.89 18.80  O106 1.433, H115 1.105, H116 1.134, H117 1.123
108 N 20.99 21.64 18.74  C104 1.452, H118 0.999, H119 1.051
109 H 19.47 20.71 16.52  C103 1.091
110 H 18.95 22.33 16.20  C103 1.047
111 H 18.56 21.57 17.81  C103 1.133
112 H 21.30 22.45 16.82  C104 1.103
113 H 19.08 23.66 18.63  C105 1.195
114 H 19.92 24.31 17.05  C105 1.079
115 H 21.66 26.41 19.31  C107 1.105
116 H 19.91 26.09 19.43  C107 1.134
117 H 20.57 26.23 17.76  C107 1.123
118 H 21.81 22.05 19.13  N108 0.999
119 H 20.29 21.39 19.48  N108 1.051
120 C 24.11 14.82 24.86  C121 1.541, H126 1.068, H127 1.084, H128 1.075
121 C 23.30 14.17 23.71  C120 1.541, C122 1.505, N125 1.476, H129 1.089
122 C 21.90 14.71 23.66  C121 1.505, O123 1.489, H130 1.100, H131 1.064
123 O 21.11 14.31 24.86  C122 1.489, C124 1.408
124 C 20.62 13.01 25.07  O123 1.408, H132 1.064, H133 1.079, H134 1.083
125 N 23.89 14.24 22.36  C121 1.476, H135 1.027, H136 1.019
126 H 24.20 15.86 24.61  C120 1.068
127 H 25.09 14.40 25.05  C120 1.084
128 H 23.45 14.64 25.69  C120 1.075
129 H 23.24 13.11 23.94  C121 1.089
130 H 21.38 14.40 22.74  C122 1.100
131 H 21.87 15.77 23.67  C122 1.064
132 H 20.05 12.57 24.29  C124 1.064
133 H 19.87 13.14 25.84  C124 1.079
134 H 21.37 12.26 25.32  C124 1.083
135 H 24.56 13.48 22.16  N125 1.027
136 H 24.09 15.20 22.10  N125 1.019
137 C 25.01 22.57 25.47  C138 1.579, H143 1.116, H144 1.115, H145 1.062
138 C 25.18 21.30 26.39  C137 1.579, C139 1.496, N142 1.450, H146 1.106
139 C 25.74 21.58 27.75  C138 1.496, O140 1.360, H147 1.082, H148 1.079
140 O 25.64 20.40 28.42  C139 1.360, C141 1.394
141 C 25.99 20.39 29.77  O140 1.394, H149 1.075, H150 1.071, H151 1.121
142 N 23.90 20.64 26.55  C138 1.450, H152 1.059, H153 1.047
143 H 24.55 22.42 24.47  C137 1.116
144 H 26.02 23.02 25.27  C137 1.115
145 H 24.43 23.19 26.10  C137 1.062
146 H 25.90 20.63 25.87  C138 1.106
147 H 25.17 22.37 28.22  C139 1.082
148 H 26.74 21.95 27.61  C139 1.079
149 H 27.00 20.73 29.88  C141 1.075
150 H 25.89 19.38 30.12  C141 1.071
151 H 25.30 21.11 30.27  C141 1.121
152 H 23.13 21.29 26.88  N142 1.059
153 H 23.88 19.86 27.25  N142 1.047
154 C 15.23 13.68 17.43  C155 1.576, H160 1.107, H161 1.105, H162 1.030
155 C 14.77 13.30 15.97  C154 1.576, C156 1.483, N159 1.435, H163 1.134
156 C 13.73 14.22 15.46  C155 1.483, O157 1.419, H164 1.078, H165 1.065
157 O 13.42 14.11 14.08  C156 1.419, C158 1.414
158 C 12.15 13.52 13.91  O157 1.414, H166 1.163, H167 1.099, H168 1.077
159 N 16.00 13.47 15.25  C155 1.435, H169 1.000, H170 1.021
160 H 14.44 13.42 18.17  C154 1.107
161 H 15.43 14.77 17.44  C154 1.105
162 H 16.07 13.16 17.72  C154 1.030
163 H 14.49 12.20 16.05  C155 1.134
164 H 13.90 15.27 15.62  C156 1.078
165 H 12.83 14.08 16.01  C156 1.065
166 H 11.29 14.26 14.16  C158 1.163
167 H 12.13 12.56 14.44  C158 1.099
168 H 12.03 13.35 12.86  C158 1.077
169 H 16.72 12.86 15.58  N159 1.000
170 H 15.86 13.29 14.26  N159 1.021
171 C 19.56 22.26 25.64  C172 1.528, H177 1.082, H178 1.079, H179 1.074
172 C 20.78 23.15 25.41  C171 1.528, C173 1.513, N176 1.449, H180 1.112
173 C 20.81 23.88 24.08  C172 1.513, O174 1.431, H181 1.074, H182 1.095
174 O 21.06 23.05 22.94  C173 1.431, C175 1.445
175 C 21.52 23.79 21.79  O174 1.445, H183 1.087, H184 1.080, H185 1.056
176 N 20.74 24.12 26.48  C172 1.449, H186 1.003, H187 1.023
177 H 18.64 22.83 25.61  C171 1.082
178 H 19.68 21.77 26.59  C171 1.079
179 H 19.40 21.51 24.89  C171 1.074
180 H 21.68 22.51 25.46  C172 1.112
181 H 21.51 24.69 24.10  C173 1.074
182 H 19.85 24.39 23.91  C173 1.095
183 H 22.37 24.40 22.08  C175 1.087
184 H 20.68 24.37 21.45  C175 1.080
185 H 21.81 23.05 21.10  C175 1.056
186 H 21.35 24.91 26.37  N176 1.003
187 H 19.76 24.43 26.46  N176 1.023
188 C 17.24 19.24 15.05  C189 1.545, H194 1.067, H195 1.098, H196 1.064
189 C 16.93 17.80 15.53  C188 1.545, C190 1.550, N193 1.489, H197 1.155
190 C 15.62 17.79 16.36  C189 1.550, O191 1.431, H198 1.096, H199 1.102
191 O 15.96 18.50 17.55  C190 1.431, C192 1.416
192 C 14.81 18.57 18.38  O191 1.416, H200 1.071, H201 1.081, H202 1.106
193 N 16.54 16.99 14.35  C189 1.489, H203 1.019, H204 0.960
194 H 18.02 19.33 14.33  C188 1.067
195 H 17.59 19.79 15.94  C188 1.098
196 H 16.34 19.58 14.60  C188 1.064
197 H 17.80 17.36 16.15  C189 1.155
198 H 15.30 16.76 16.54  C190 1.096
199 H 14.84 18.36 15.83  C190 1.102
200 H 13.99 18.75 17.72  C192 1.071
201 H 14.98 19.43 19.03  C192 1.081
202 H 14.69 17.64 18.95  C192 1.106
203 H 16.63 16.01 14.62  N193 1.019
204 H 17.12 17.09 13.58  N193 0.960
205 C 20.08 9.50 22.64  C206 1.579, H211 1.103, H212 1.080, H213 1.148
206 C 19.15 9.67 21.37  C205 1.579, C207 1.533, N210 1.486, H214 1.090
207 C 19.14 11.11 20.84  C206 1.533, O208 1.378, H215 1.107, H216 1.140
208 O 19.04 12.13 21.75  C207 1.378, C209 1.368
209 C 17.78 12.41 22.19  O208 1.368, H217 1.101, H218 1.096, H219 1.050
210 N 19.50 8.73 20.28  C206 1.486, H220 0.983, H221 1.017
211 H 21.13 9.58 22.32  C205 1.103
212 H 20.04 8.51 23.08  C205 1.080
213 H 19.66 10.27 23.37  C205 1.148
214 H 18.14 9.51 21.76  C206 1.090
215 H 18.41 11.23 20.01  C207 1.107
216 H 20.21 11.19 20.46  C207 1.140
217 H 17.24 11.56 22.63  C209 1.101
218 H 17.17 12.67 21.31  C209 1.096
219 H 17.83 13.27 22.79  C209 1.050
220 H 19.21 7.81 20.48  N210 0.983
221 H 20.50 8.72 20.12  N210 1.017
222 C 23.97 16.40 19.44  C223 1.536, H228 1.056, H229 1.117, H230 1.069
223 C 23.35 17.35 20.47  C222 1.536, C224 1.534, N227 1.460, H231 1.105
224 C 21.83 17.19 20.42  C223 1.534, O225 1.377, H232 1.107, H233 1.152
225 O 21.36 17.65 19.20  C224 1.377, C226 1.442
226 C 19.94 17.90 19.25  O225 1.442, H234 1.108, H235 1.063, H236 1.087
227 N 23.92 17.10 21.80  C223 1.460, H237 1.025, H238 0.996
228 H 25.02 16.52 19.31  C222 1.056
229 H 23.63 16.68 18.42  C222 1.117
230 H 23.90 15.35 19.63  C222 1.069
231 H 23.43 18.38 20.09  C223 1.105
232 H 21.47 17.83 21.25  C224 1.107
233 H 21.48 16.10 20.55  C224 1.152
234 H 19.42 16.92 19.36  C226 1.108
235 H 19.63 18.36 18.35  C226 1.063
236 H 19.68 18.57 20.06  C226 1.087
237 H 24.90 17.38 21.74  N227 1.025
238 H 23.60 17.61 22.59  N227 0.996
239 C 28.21 11.41 21.50  C240 1.505, H245 1.116, H246 1.120, H247 1.117
240 C 26.89 11.20 20.81  C239 1.505, C241 1.513, N244 1.441, H248 1.061
241 C 26.96 9.98 19.91  C240 1.513, O242 1.407, H249 1.149, H250 1.053
242 O 25.77 9.84 19.17  C241 1.407, C243 1.347
243 C 25.74 8.69 18.47  O242 1.347, H251 1.088, H252 1.060, H253 1.066
244 N 25.79 11.17 21.74  C240 1.441, H254 1.023, H255 1.013
245 H 28.62 10.52 22.02  C239 1.116
246 H 27.92 12.19 22.25  C239 1.120
247 H 29.09 11.82 20.95  C239 1.117
248 H 26.75 12.07 20.21  C240 1.061
249 H 26.99 9.02 20.54  C241 1.149
250 H 27.75 10.00 19.22  C241 1.053
251 H 26.60 8.48 17.84  C243 1.088
252 H 24.97 8.69 17.74  C243 1.060
253 H 25.65 7.86 19.14  C243 1.066
254 H 25.82 10.28 22.23  N244 1.023
255 H 24.99 10.96 21.15  N244 1.013
256 C 26.72 23.46 20.40  C257 1.530, H262 1.122, H263 1.063, H264 1.109
257 C 26.47 21.99 20.07  C256 1.530, C258 1.624, N261 1.486, H265 1.085
258 C 24.86 21.75 20.02  C257 1.624, O259 1.411, H266 1.005, H267 1.084
259 O 24.27 22.02 21.27  C258 1.411, C260 1.367
260 C 23.69 20.93 21.87  O259 1.367, H268 1.120, H269 1.144, H270 1.165
261 N 27.13 21.49 18.84  C257 1.486, H271 1.030, H272 0.988
262 H 26.70 24.19 19.54  C256 1.122
263 H 27.63 23.51 20.95  C256 1.063
264 H 25.87 23.68 21.08  C256 1.109
265 H 26.82 21.39 20.91  C257 1.085
266 H 24.75 20.83 19.61  C258 1.005
267 H 24.45 22.51 19.37  C258 1.084
268 H 24.25 19.98 21.73  C260 1.120
269 H 22.65 20.68 21.47  C260 1.144
270 H 23.58 21.07 23.02  C260 1.165
271 H 26.60 21.78 18.01  N261 1.030
272 H 27.21 20.50 18.82  N261 0.988
273 C 24.26 12.74 17.62  C274 1.544, H279 1.047, H280 1.105, H281 1.046
274 C 23.68 11.67 16.67  C273 1.544, C275 1.497, N278 1.455, H282 1.098
275 C 24.67 11.18 15.65  C274 1.497, O276 1.418, H283 1.088, H284 1.080
276 O 24.11 10.05 15.00  C275 1.418, C277 1.443
277 C 25.03 9.27 14.22  O276 1.443, H285 1.113, H286 1.140, H287 1.168
278 N 23.10 10.56 17.42  C274 1.455, H288 1.019, H289 1.021
279 H 23.60 13.14 18.32  C273 1.047
280 H 24.73 13.54 17.03  C273 1.105
281 H 25.07 12.34 18.15  C273 1.046
282 H 22.92 12.18 16.06  C274 1.098
283 H 25.61 10.87 16.10  C275 1.088
284 H 24.91 12.00 14.98  C275 1.080
285 H 24.30 8.69 13.61  C277 1.113
286 H 25.70 8.61 14.86  C277 1.140
287 H 25.81 9.84 13.56  C277 1.168
288 H 22.69 9.89 16.77  N278 1.019
289 H 22.39 10.97 18.03  N278 1.021
290 O 24.76 20.28 16.69  H291 0.968, H292 0.926
291 H 23.83 20.01 16.72  O290 0.968
292 H 25.21 19.48 16.84  O290 0.926
293 O 22.77 10.41 20.57  H294 1.008, H295 0.975
294 H 22.29 11.28 20.42  O293 1.008
295 H 23.02 10.08 19.69  O293 0.975
296 O 22.47 18.88 24.48  H297 1.003, H298 0.940
297 H 22.18 18.17 25.13  O296 1.003
298 H 23.10 19.38 24.96  O296 0.940
299 O 22.06 19.44 17.39  H300 0.991, H301 0.943
300 H 22.06 18.66 17.99  O299 0.991
301 H 21.70 20.17 17.87  O299 0.943
302 O 18.72 20.57 20.40  H303 1.013, H304 0.983
303 H 19.14 20.43 21.31  O302 1.013
304 H 18.04 21.25 20.58  O302 0.983
305 O 22.01 13.24 20.23  H306 0.962, H307 0.980
306 H 22.66 13.47 20.90  O305 0.962
307 H 21.19 13.30 20.77  O305 0.980
308 O 20.15 20.17 22.82  H309 0.987, H310 0.954
309 H 20.44 21.11 22.79  O308 0.987
310 H 20.86 19.74 23.30  O308 0.954
311 O 20.94 17.27 25.89  H312 0.987, H313 0.978
312 H 20.08 17.46 25.45  O311 0.987
313 H 21.10 16.31 25.84  O311 0.978
314 O 15.58 21.38 17.17  H315 0.975, H316 0.990
315 H 15.30 21.52 16.25  O314 0.975
316 H 15.80 20.42 17.19  O314 0.990
317 O 19.32 16.59 13.02  H318 0.973, H319 0.963
318 H 19.17 15.81 13.58  O317 0.973
319 H 19.91 17.24 13.40  O317 0.963

Output
electronic energy	-5676.9265	a.u.
strongest force on any atom	5.0	eV Å⁻¹
highest occupied orbital energy	-8.20	eV
net charge	0

Here are the Löwdin charges for atoms 1 to 99, given in e: -0.051 -0.448 -0.229 -0.182 -0.129 0.055 0.062 0.058 0.086 0.149 0.127 0.132 0.112 0.092 0.073 0.095 0.074 -0.044 -0.454 -0.200 -0.176 -0.133 0.051 0.077 0.070 0.104 0.167 0.128 0.115 0.103 0.089 0.065 0.063 0.040 -0.080 -0.490 -0.200 -0.216 -0.111 0.035 0.072 0.108 0.093 0.131 0.119 0.117 0.092 0.066 0.076 0.083 0.072 -0.047 -0.463 -0.200 -0.191 -0.071 0.060 0.077 0.083 0.063 0.132 0.115 0.111 0.075 0.083 0.081 0.084 0.048 -0.072 -0.428 -0.203 -0.204 -0.088 0.068 0.064 0.087 0.075 0.134 0.116 0.131 0.064 0.079 0.099 0.041 0.051 -0.043 -0.447 -0.205 -0.200 -0.121 0.043 0.057 0.094 0.074 0.138 0.105 0.149 0.076 0.078